57
Properties=species:S:1:pos:R:3:nbo_charge:R:1 method="wB97M-V/def2-TZVPD" e_above_lowest_kcal_mol=0.0 total_charge=+1
C 2.88570 -2.27257 0.30909 -0.28
H 4.06908 -0.53220 -0.12826 0.19
C -2.83649 1.14165 -1.16951 0.41
H 1.71968 0.14027 4.16584 0.21
H 5.01665 -2.50251 0.45197 0.21
H -6.15093 1.74158 -0.93683 0.23
Br 1.94681 1.75915 -6.05714 0.08
C 0.04733 -0.62248 5.30762 -0.33
H 2.27382 1.45778 -1.78229 0.22
C 1.61416 -2.91679 0.41957 0.40
C -0.94234 2.44350 -0.09610 0.20
C 0.70489 -0.23905 4.12250 0.16
C 2.38973 1.31548 -0.70476 -0.24
C -1.21255 -1.10960 5.16351 0.12
C -3.26420 3.08525 0.17804 -0.14
C 1.39417 2.19693 0.04525 -0.24
H 4.93658 -4.89222 1.05329 0.23
H 3.41441 1.57292 -0.42779 0.21
C 4.06412 -3.01122 0.54707 -0.12
C 0.67441 1.29866 -4.73491 -0.12
N 0.04460 1.63998 -0.15148 -0.44
C 3.04372 -0.90197 -0.07592 0.20
C -1.15200 0.64210 -2.77719 0.37
N 0.16698 -0.32310 2.92698 -0.48
C 2.77857 -4.97383 0.97149 -0.15
H -2.69138 -1.54746 3.80867 0.44
H -5.31603 3.63519 0.43052 0.23
C -0.19243 -0.28674 -3.16185 -0.28
S -1.86563 -0.88579 1.30292 -0.08
N -1.75551 -1.18231 3.92629 -0.51
H 1.62377 2.20665 1.11337 0.21
C -1.09263 -0.78640 2.79790 0.26
C 1.60927 -4.29349 0.74957 -0.25
H -1.98954 2.59774 -3.11228 0.23
O 0.46180 -2.34862 0.21166 -0.68
H 0.64896 -4.78574 0.81976 0.22
H -0.17614 -1.25828 -2.68417 0.24
C -0.29927 2.21120 -4.37164 -0.20
C 4.02570 -4.33885 0.87623 -0.28
N 2.10566 -0.07610 -0.36921 -0.48
Pd 0.19930 -0.40333 0.08806 0.87
H -2.89302 3.91393 0.76945 0.22
C 0.72384 0.04363 -4.14312 -0.21
C -4.62399 2.93055 -0.00853 -0.23
C -4.19675 0.98788 -1.36449 -0.27
C -5.08921 1.87066 -0.77553 -0.15
H 2.73601 -6.02600 1.22395 0.22
C -1.22443 1.88456 -3.38745 -0.32
O -1.99603 0.23564 -1.76334 -0.53
H 0.51545 -0.54641 6.27547 0.26
H 1.47476 -0.67142 -4.44944 0.24
C -2.34583 2.17988 -0.36656 -0.21
H -0.72889 3.48821 0.14682 0.19
H -4.53732 0.17309 -1.98886 0.24
H -0.34490 3.17696 -4.85551 0.24
H -1.83036 -1.45472 5.97959 0.24
H 1.43786 3.21817 -0.33826 0.21

---

68
Properties=species:S:1:pos:R:3:nbo_charge:R:1 method="wB97M-V/def2-TZVPD" e_above_lowest_kcal_mol=78.2 multiplicity=3
H -2.09495 1.59222 0.50026 0.23
O -2.65114 -1.12153 -0.12803 -0.30
C 4.48471 -4.16897 -2.51962 -0.31
C 1.15432 3.17258 -1.28974 -0.09
C 4.62174 0.13804 -0.28812 -0.30
N 2.15945 -2.24147 3.72392 -0.34
C 7.12356 0.78682 0.67008 0.41
C 0.14611 2.21690 -1.90302 -0.25
N 3.15128 -2.06075 2.82790 -0.05
H 6.76706 2.76889 -0.03582 0.23
H 5.02490 -1.82474 0.50294 0.24
C 3.13571 1.70627 -4.81830 -0.29
H 1.24321 -0.87272 -5.94311 0.24
C 2.25613 -3.51528 -0.98277 -0.18
H 1.84073 -5.63809 -0.98417 0.23
H -1.14476 0.22365 -2.63395 0.24
F 3.84713 -6.42320 -2.39802 -0.32
C 5.40252 -0.82154 0.35501 -0.20
Mo 0.27236 -0.27891 0.39807 1.05
C 6.66180 -0.50326 0.83760 -0.28
N -3.08884 -2.33491 1.81842 0.01
C 1.80522 -0.26970 -5.24284 -0.31
C 1.96231 -0.64579 -3.91564 -0.14
C 2.69295 0.14238 -3.02698 -0.44
Sb 2.72029 -0.47896 -0.98758 1.40
C -0.29213 2.43227 1.28225 0.77
N -2.38478 -1.52924 1.12268 0.31
C 3.60767 -5.13908 -2.07266 0.41
C 2.39660 0.90418 -5.66540 0.41
C -1.36637 -0.77881 -0.74907 0.38
N -1.24562 -1.14093 1.68442 -0.36
H 4.50532 2.21103 -0.86357 0.23
C 5.11117 1.43476 -0.42078 -0.24
O 0.50170 1.42155 1.55198 -0.74
H 3.59061 2.61143 -5.19752 0.23
H 3.84678 1.94898 -2.82636 0.22
H 0.65535 1.55846 -2.60518 0.23
H 2.05915 2.43069 0.29220 0.51
N -0.58209 1.36494 -0.93863 -0.41
N -0.19783 -1.88336 3.65594 -0.58
F 2.25044 1.27948 -6.94934 -0.32
H 5.34325 -4.45202 -3.11300 0.23
N -2.39978 -2.54809 2.93631 -0.29
H -1.63361 3.11000 -0.28824 0.23
C 3.27486 1.31809 -3.49258 -0.20
C -1.25175 2.16702 0.10897 -0.36
C 3.11574 -2.51175 -1.41608 -0.43
C 1.07884 -1.84159 3.09833 0.46
O -0.29963 3.49133 1.86042 -0.59
H 1.57380 3.76167 -2.10736 0.20
H 1.38259 -3.26990 -0.39196 0.23
H 4.90490 -2.07721 -2.53460 0.21
C 6.37237 1.76626 0.05502 -0.28
H -0.58954 2.80950 -2.46294 0.20
C -1.51660 0.43408 -1.63156 -0.28
C 2.49692 -4.84278 -1.30993 -0.28
N 2.69033 -1.57376 1.73896 -0.13
H 0.67916 3.87261 -0.59976 0.20
C 4.22678 -2.84865 -2.18647 -0.13
H 1.50567 -1.57032 -3.57696 0.22
F 8.34594 1.10494 1.13439 -0.32
H -0.29136 -2.44441 4.48908 0.44
H 7.27386 -1.23445 1.34716 0.24
H -2.52815 0.83973 -1.68939 0.22
O -0.50769 -1.72067 -1.00551 -0.66
O 2.23501 2.50411 -0.65744 -0.74
N 1.34585 -1.41695 1.85951 -0.43
C -1.26611 -1.85023 2.81593 0.50

---

55
Properties=species:S:1:pos:R:3:nbo_charge:R:1 method="wB97M-V/def2-TZVPD" e_above_lowest_kcal_mol=0.0
H -2.55295 4.37248 -1.55447 0.21
H -6.05295 -4.78544 1.06742 0.21
C -5.48074 -3.87534 0.91063 -0.64
H 8.57599 -3.90956 0.07810 0.22
C -2.85715 2.13261 0.34284 -0.23
C -2.78067 2.29546 -1.03571 -0.03
H 4.21453 -1.96330 -1.17049 0.22
C -7.56879 -2.44778 0.96060 -0.64
H 7.01799 -5.18177 -1.34727 0.22
C -1.98722 3.43786 -1.61489 -0.09
H 0.67415 4.98280 0.50236 0.23
H -7.27270 -2.04083 1.92350 0.24
C 1.35175 3.06077 -0.15255 -0.10
N 5.71809 1.53839 1.34753 -0.28
H -4.67230 -0.34623 -1.98111 0.23
C 0.15106 2.73841 -0.96367 0.77
C -3.57692 1.08502 0.88016 -0.16
O -0.79070 3.69074 -0.88340 -0.51
H -6.64888 -3.28231 -0.80209 0.19
C 7.28021 -2.22302 0.25849 -0.18
H -5.17965 -3.47421 1.87444 0.23
C -4.99751 -0.92677 0.67327 0.78
C 3.63783 3.58500 1.33875 -0.14
H 2.26453 1.19727 -0.65130 0.24
C -4.23780 0.18743 0.04575 -0.11
C -6.33688 -2.85967 0.16129 0.11
C 6.74609 -4.19751 -0.99581 -0.20
C 5.69703 -0.35743 0.38363 0.44
C -3.43750 1.39795 -1.86794 -0.20
O -5.08042 -1.07816 1.86897 -0.61
H -4.58991 -4.11298 0.33318 0.21
C 7.62273 -3.48175 -0.19379 -0.21
C 5.16731 -2.39391 -0.90112 -0.19
H -1.73555 3.22705 -2.66002 0.20
H 4.53505 3.76446 1.90943 0.24
C 5.52134 -3.65276 -1.34753 -0.21
O -5.56344 -1.71590 -0.24320 -0.51
C 2.61600 4.51410 1.28627 -0.22
H 4.84003 -4.21159 -1.97170 0.22
O 0.02918 1.73949 -1.62806 -0.58
H -8.20223 -3.31571 1.12116 0.21
N 6.41768 0.41778 1.14364 -0.28
C 4.59172 1.41506 0.70631 0.44
C 2.37507 2.12143 -0.10430 -0.15
H -2.34113 2.82668 0.99056 0.22
C -4.16486 0.35194 -1.33444 -0.18
H -3.37147 1.51668 -2.93927 0.21
H -8.13402 -1.69379 0.41687 0.21
C 3.51899 2.38087 0.64197 -0.12
C 1.47308 4.25957 0.54624 -0.17
H -3.64015 0.94199 1.94828 0.24
C 6.04758 -1.67372 -0.09504 -0.06
O 4.51656 0.22438 0.06859 -0.40
H 7.94372 -1.64662 0.88309 0.24
H 2.70922 5.44438 1.82586 0.22

---

56
Properties=species:S:1:pos:R:3:nbo_charge:R:1 method="wB97M-V/def2-TZVPD" total_charge=+1
C -3.94025 -0.15157 1.32515 -0.23
N 0.29765 2.31236 -0.25192 -0.51
C 2.61204 1.57426 -0.12135 0.11
N -6.93818 -0.07317 1.26133 -0.54
N -6.85206 -0.16788 -0.96474 -0.42
H -11.47105 -0.22437 -1.21570 0.22
C 1.62698 2.66342 -0.18180 0.09
Pd 0.12057 -0.00154 -0.00826 0.71
H 1.95626 -0.39400 2.40704 0.22
N -1.91607 -0.29277 0.07803 -0.46
H -0.98346 -2.81554 0.41704 0.21
H -11.57135 -0.11694 1.23610 0.22
C 0.44380 -1.46673 1.30659 -0.13
C 3.94108 1.66344 0.10149 -0.41
H -2.39586 4.29254 -0.52476 0.24
H -9.29158 -0.24752 -2.40435 0.23
C -2.63552 -0.29065 -1.05274 0.04
H 4.52772 2.54272 0.31041 0.26
H -2.07812 -0.35945 -1.97792 0.22
C -0.10971 -2.72028 1.04757 -0.23
C 3.14848 -0.59605 -0.35866 0.12
H -4.56704 -0.22589 -1.98245 0.27
C -9.34428 -0.19887 -1.32510 -0.17
S 0.37582 4.83521 -0.32068 0.51
C -9.46431 -0.07729 1.52267 -0.26
C 0.43202 -3.85939 1.63505 -0.21
H 1.94460 -2.29204 -0.74143 0.26
H 1.94292 -4.63562 2.94677 0.23
H 2.80267 4.51723 -0.18756 0.26
H -1.95105 -0.23960 2.13745 0.23
C -4.69184 -0.15422 0.15515 0.00
C 1.52130 -3.75107 2.48768 -0.22
C 1.53334 -1.36177 2.16394 -0.30
C -4.00876 -0.21927 -1.05702 -0.21
H 0.00734 -4.83131 1.41675 0.22
C -0.48116 3.35351 -0.32682 0.09
H -4.40093 -0.09890 2.30195 0.22
H 2.88891 -2.40850 3.45220 0.22
H 3.43126 -2.65229 0.14192 0.26
C -8.25130 -0.09369 0.83484 0.18
H -2.38752 2.83429 0.47599 0.24
C 2.99834 -2.04786 -0.65271 -0.68
H -6.62951 -0.03481 2.21578 0.42
H 3.50714 -2.29566 -1.58544 0.25
H -9.51308 -0.03366 2.60262 0.22
C -1.97093 3.29651 -0.42090 -0.66
N 2.16995 0.27808 -0.35622 -0.49
S 4.66219 0.11752 -0.02942 0.52
C 1.85900 3.99816 -0.21853 -0.41
C -2.56311 -0.22379 1.24803 0.07
H -2.27148 2.70115 -1.28261 0.24
C -10.54626 -0.18556 -0.65599 -0.22
C -6.15857 -0.12173 0.13649 0.33
C -8.17556 -0.15190 -0.55950 0.05
C 2.05483 -2.50204 2.76689 -0.21
C -10.60442 -0.12490 0.75089 -0.19

---

Across the entries above, calculated total energy takes the values -121727.0109 -68999.9178 -40537.6117 -59915.9154 eV, respectively.